DFT (ωB97M-V/def2-TZVPD) results for a cluster of 2 separate species, C7H17NSi2 in total in a non-equilibrium geometry.

Geometry as XYZ:
```
27
Properties=species:S:1:pos:R:3:lowdin_charge:R:1
C -0.6194 0.5582 -0.0323 -0.27
C 2.7182 1.4466 0.8989 -0.16
C 1.2557 3.7178 -1.3187 -0.16
C 0.3335 3.7229 1.4480 -0.15
C -0.7223 -4.5224 0.6340 -0.37
C -2.1391 -4.2993 -1.7081 -0.34
C -1.5673 -0.3384 0.0009 -0.08
N 0.3219 1.2285 0.0703 0.03
Si 1.2838 2.6003 0.1524 0.56
Si -0.4637 -3.5182 -1.0051 0.72
H 3.2684 1.1676 0.0189 0.00
H 3.3092 2.0451 1.5292 -0.02
H 2.3931 0.4538 1.3341 0.06
H 1.1619 3.3852 -2.3365 0.03
H 0.5960 4.4807 -1.1908 -0.02
H 2.2307 4.2838 -1.2198 0.06
H 0.5189 3.5615 2.5254 0.04
H 0.5237 4.7406 1.3289 -0.01
H -0.6836 3.5191 1.3592 0.00
H -1.5001 -5.2584 0.6368 -0.01
H 0.1704 -5.0725 0.9069 -0.01
H -0.9938 -3.6064 1.2847 0.03
H -1.9676 -5.3599 -1.4991 0.01
H -2.7630 -3.7361 -1.0800 -0.02
H -2.4473 -4.0773 -2.6996 -0.02
H -1.9428 -0.7051 -0.9283 0.01
H -2.2753 -0.4174 0.8895 0.08
```

Results
* E: -910.52377 Ha
* E_LUMO: 0.0102 hartree
* F_max: 3.8 eV/Å
* HOMO: -7.531 eV
* molecular weight: 171.39 g/mol
* Kohn-Sham gap: 7.81 eV


DFT (ωB97M-V/def2-TZVPD) results for an isolated molecule of C7H18BBrO2Si in a non-equilibrium geometry.

Geometry as XYZ:
```
30
Properties=species:S:1:pos:R:3:lowdin_charge:R:1
C -2.2091 3.1539 3.2952 -0.07
C -0.8605 2.5597 2.9571 -0.28
O -1.0244 1.3468 2.2140 0.02
B 0.0199 0.5318 2.0158 -0.89
Br 1.8297 0.9065 2.6581 0.79
C -0.2480 -0.8118 1.2496 -0.12
C 0.9670 -1.4506 0.5726 -0.29
O 0.5978 -2.2456 -0.5656 -0.22
Si 0.5791 -1.4418 -2.0253 0.43
C 2.2743 -0.7514 -2.4803 -0.16
C -0.6360 -0.0022 -2.0650 -0.15
C 0.1117 -2.6526 -3.3871 -0.15
H -2.6608 2.5879 4.1003 0.08
H -2.0207 4.1430 3.6942 0.08
H -2.8663 3.1862 2.4376 0.08
H -0.3104 3.2940 2.3811 0.12
H -0.3368 2.3989 3.8885 0.10
H -0.6079 -1.5194 1.9935 0.12
H -1.0553 -0.6856 0.5391 0.09
H 1.7270 -0.7292 0.2811 0.07
H 1.4149 -2.1394 1.2770 0.12
H 2.1949 -0.4650 -3.5233 0.03
H 3.0169 -1.5413 -2.4327 0.03
H 2.5575 0.1159 -1.8977 0.02
H -1.6058 -0.2887 -1.6786 0.03
H -0.7173 0.3741 -3.0771 0.03
H -0.2803 0.7869 -1.4091 0.03
H 0.3957 -3.6594 -3.0982 0.03
H 0.6911 -2.4056 -4.2687 0.02
H -0.9379 -2.5956 -3.6460 0.03
```

Results
* E: -3316.50088 Ha
* E_LUMO: 0.0180 hartree
* F_max: 1.0 eV/Å
* SMILES: CCOB(Br)CCO[Si](C)(C)C
* HOMO: -9.831 eV
* molecular weight: 253.02 g/mol
* Kohn-Sham gap: 10.32 eV


DFT (ωB97M-V/def2-TZVPD) results for a structure of composition C7H18BErF4I2OP2 in a non-equilibrium geometry.

Geometry as XYZ:
```
36
Properties=species:S:1:pos:R:3:lowdin_charge:R:1
I -3.1096 -0.1969 -3.0922 0.46
I -2.8115 -2.1262 -0.6637 0.56
Er -0.5170 -0.0799 -0.5764 0.78
P 1.2257 -2.2083 -1.2609 0.71
C 1.5495 -3.6243 -0.1503 -0.25
C 0.3998 -2.6938 -2.8347 -0.29
H 0.9939 -3.4841 -3.3477 0.07
H 3.5176 -2.2766 -2.1772 0.08
H 0.2956 -1.7811 -3.4695 0.05
H 2.7086 -0.6098 -2.3529 0.06
H 0.5641 -4.0581 0.1708 0.06
H -0.6218 -3.0767 -2.5798 0.00
C 2.8873 -1.4897 -1.6847 -0.23
H 2.1777 -4.4154 -0.6369 0.08
H 3.3430 -1.1545 -0.7195 0.06
H 2.0894 -3.2327 0.7503 0.07
P -1.7164 2.0944 0.7968 0.72
C -2.2761 1.9932 2.5342 -0.25
C -0.5496 3.5469 0.7198 -0.23
H -2.6392 2.5193 -1.4142 0.02
H -3.6474 3.3354 -0.1027 0.07
H -3.7612 1.5248 -0.3894 0.02
C -3.0847 2.4184 -0.3923 -0.32
H -0.1748 3.6193 -0.3321 0.06
H -1.0886 4.4768 1.0426 0.08
H -2.8180 2.9145 2.8690 0.08
H -1.3695 1.8503 3.1764 0.07
H 0.2961 3.3125 1.4135 0.06
H -2.9435 1.0958 2.6376 0.06
C -0.8910 -1.2792 1.4015 -0.27
O -0.5842 -1.5838 2.4667 0.19
F 1.2383 0.7229 0.2483 -0.46
B 2.7953 0.9721 1.9704 -0.93
F 1.8743 1.5140 2.7412 0.26
F 3.0406 -0.3206 1.9426 0.26
F 3.6071 1.7807 1.2953 0.26
```

Results
* spin multiplicity: 4
* E: -3069.88733 Ha
* net charge: +2
* E_LUMO (alpha / beta): -0.4046 / -0.4045 hartree
* F_max: 5.9 eV/Å
* expectation value of S²: 3.753
* HOMO (alpha / beta): -15.597 / -15.615 eV
* molecular weight: 688.04 g/mol
* Kohn-Sham gap (alpha / beta): 4.59 / 4.61 eV


Among the records above, which one has the lowest E?
C7H18BBrO2Si